[1]
Density functional theory data (ωB97M-V/def2-TZVPD) for the molecule C2H3NO2S2 at a distorted geometry.

Last column: Löwdin spin population.
Element x y z (Å)
C: 0.1691 -1.1244 -0.1727  0.32
C: 1.2091 0.8755 -0.0830  0.14
N: 1.2048 -0.4686 -0.2057  0.40
O: -1.9209 -0.5767 1.4651  0.09
O: -2.2866 -0.3790 -0.9481  0.13
S: -0.5893 1.6650 0.2481  0.70
S: -1.4488 -0.2303 0.1947  0.13
H: 0.2876 -2.2527 -0.1434  0.05
H: 1.8074 1.1975 0.6884  0.03
H: 1.5677 1.2937 -1.0434  0.01

**Multiplicity**: 3
**Highest occupied orbital energy (alpha / beta)**: -5.4 / -9.8 eV
**DFT total energy**: -1079.37433 hartree
**Kohn-Sham gap (alpha / beta)**: 5.384 / 5.387 eV

=====

[2]
Density functional theory data (ωB97M-V/def2-TZVPD) for a structure of composition C16H15BrPd at a distorted geometry.

Last column: Löwdin spin population.
Element x y z (Å)
C: -2.3832 -0.5436 -1.1684  0.18
C: -1.8982 -1.0163 0.0901  0.17
C: -1.5364 0.1402 0.8229  0.17
H: -1.7682 -2.0668 0.3733  0.01
C: -1.7735 1.3146 0.0591  0.16
C: -2.3359 0.8805 -1.1679  0.17
H: -2.6409 1.5179 -1.9917  0.01
H: -2.6639 -1.1452 -2.0182  0.01
H: -1.2608 0.1414 1.8648  0.02
H: -1.4948 2.3221 0.3380  0.01
Pd: -0.4702 0.0684 -0.8669  1.01
Br: 1.7982 -2.1203 -1.4121  0.37
C: 1.6393 0.9595 -2.7006  0.12
C: 0.6508 1.7260 -3.3305  0.17
C: -0.3464 0.8511 -3.8719  0.18
H: 0.6040 2.8154 -3.3867  0.01
C: 0.0109 -0.4720 -3.5965  0.12
C: 1.3629 -0.4572 -3.0147  0.20
H: 2.1478 -0.9864 -3.5383  0.01
H: 2.6247 1.2963 -2.3628  0.00
H: -1.2502 1.1875 -4.3801  0.01
H: -0.4087 -1.3881 -4.0173  0.00
C: 1.3489 -0.8053 4.6382  -0.02
C: 1.1727 -1.7567 3.6256  0.04
C: 0.8167 -1.3369 2.3129  0.09
C: 0.5854 -0.0150 2.1962  0.64
C: 0.7785 0.9876 3.0843  0.09
C: 1.1550 0.5618 4.3883  0.04
H: 1.5729 -1.1384 5.6680  0.00
H: 1.3017 -2.8173 3.8460  0.01
H: 0.7292 -2.0356 1.4898  0.02
H: 0.6351 2.0337 2.8442  0.01
H: 1.2966 1.2974 5.1826  0.01

**Multiplicity**: 5
**Highest occupied orbital energy (alpha / beta)**: -6.3 / -8.0 eV
**DFT total energy**: -3320.25433 hartree
**Kohn-Sham gap (alpha / beta)**: 6.927 / 6.594 eV

=====

[3]
Density functional theory data (ωB97M-V/def2-TZVPD) for a structure of composition C17H39IN6O7.

Last column: Löwdin charge in e.
Element x y z (Å)
C: 2.9156 1.4569 4.2424  -0.07
N: 3.2238 2.8838 4.5317  -0.05
C: 4.5512 3.0300 4.9764  -0.75
O: 4.9010 3.1041 6.1236  0.11
O: 5.4829 3.0154 3.9813  -0.59
I: 5.1129 4.2136 2.4182  1.03
H: 2.3552 0.9929 5.0529  0.08
H: 2.4054 1.3388 3.2890  0.07
H: 3.8567 0.9159 4.1455  0.09
H: 2.6052 3.2538 5.2394  0.12
C: 0.3875 -1.5281 0.4902  -0.02
C: 1.1723 -1.3055 1.7589  -0.56
O: 2.3644 -1.0200 1.7506  0.01
N: 0.4934 -1.4367 2.9224  0.02
C: -0.9176 -1.7526 3.1077  -0.06
H: 1.0548 -1.3902 -0.3573  0.08
H: -0.0149 -2.5405 0.4612  0.09
H: -0.4343 -0.8200 0.4160  0.06
H: 1.0621 -1.2916 3.7412  0.13
H: -1.3986 -0.9351 3.6508  0.09
H: -1.0336 -2.6712 3.6917  0.05
H: -1.4113 -1.8719 2.1471  0.06
C: -2.4646 0.0703 -2.0357  0.00
C: -2.9880 -1.1311 -1.2910  -0.54
O: -2.6839 -1.3603 -0.1282  0.01
N: -3.8155 -1.9674 -1.9675  0.01
C: -4.2699 -1.8617 -3.3436  -0.07
H: -1.8196 0.6408 -1.3734  0.08
H: -1.8930 -0.2417 -2.9104  0.06
H: -3.2865 0.7091 -2.3592  0.09
H: -4.1341 -2.7494 -1.4178  0.14
H: -5.3593 -1.7987 -3.3678  0.08
H: -3.9617 -2.7471 -3.9015  0.08
H: -3.8528 -0.9853 -3.8283  0.06
C: 5.0061 7.6373 -1.8790  -0.01
C: 4.6237 6.5790 -0.8737  -0.55
O: 4.9627 6.6555 0.2986  -0.04
N: 3.8849 5.5299 -1.3153  0.01
C: 3.3982 5.2751 -2.6577  -0.07
H: 5.5894 8.3987 -1.3709  0.08
H: 5.6095 7.2074 -2.6790  0.09
H: 4.1172 8.1021 -2.3068  0.09
H: 3.6619 4.8595 -0.5952  0.12
H: 2.3087 5.2165 -2.6534  0.08
H: 3.7939 4.3261 -3.0226  0.08
H: 3.7033 6.0649 -3.3352  0.07
C: -3.9056 -4.4525 3.4665  0.00
C: -3.2030 -4.2924 4.7938  -0.54
O: -2.0088 -4.0458 4.8649  0.01
N: -3.9479 -4.4285 5.9207  0.01
C: -5.3654 -4.7152 6.0322  -0.08
H: -3.1788 -4.3126 2.6720  0.08
H: -4.3371 -5.4501 3.3770  0.08
H: -4.6934 -3.7067 3.3548  0.09
H: -3.4176 -4.3089 6.7693  0.14
H: -5.8684 -3.9067 6.5651  0.08
H: -5.5153 -5.6415 6.5891  0.08
H: -5.8162 -4.8203 5.0516  0.07
C: -0.6483 -0.6324 -7.5698  -0.01
C: -0.7479 -0.7178 -6.0658  -0.54
O: -1.7151 -0.2825 -5.4578  0.02
N: 0.2833 -1.2995 -5.4018  0.01
C: 1.5017 -1.8665 -5.9500  -0.07
H: -1.5424 -0.1454 -7.9460  0.08
H: 0.2223 -0.0464 -7.8661  0.09
H: -0.5786 -1.6281 -8.0089  0.09
H: 0.1572 -1.3249 -4.4021  0.14
H: 1.5737 -2.9218 -5.6832  0.08
H: 2.3700 -1.3475 -5.5417  0.08
H: 1.5169 -1.7772 -7.0305  0.07

**Multiplicity**: 1
**Highest occupied orbital energy**: -8.7 eV
**DFT total energy**: -1824.10421 hartree
**Kohn-Sham gap**: 8.727 eV

=====

[4]
Density functional theory data (ωB97M-V/def2-TZVPD) for a structure of composition C50H33ClGdN4 at a distorted geometry.

Last column: Löwdin spin population.
Element x y z (Å)
Gd: -0.7274 -0.4794 -0.2274  6.81
C: -3.6703 4.5387 5.3861  0.00
C: -2.2786 4.3612 5.3573  0.00
C: -1.6309 3.5938 4.3991  0.00
C: -2.3568 3.0776 3.3171  0.00
C: -3.7381 3.3125 3.3192  0.00
C: -4.3710 3.9747 4.3657  0.00
C: -1.6769 2.1895 2.2871  0.02
C: -1.9241 2.4608 0.9154  -0.01
C: -2.7661 3.5279 0.3898  -0.02
C: -2.8183 3.3645 -0.9727  -0.01
C: -2.0163 2.2323 -1.3143  -0.02
N: -1.4148 1.7492 -0.1693  0.01
C: -1.7938 1.6269 -2.6073  0.05
C: -0.4788 1.2013 -2.9217  -0.01
C: 0.2645 1.4309 -4.1448  0.01
C: 1.5405 0.9320 -3.9777  -0.01
C: 1.6353 0.4700 -2.6183  0.01
C: 2.8180 -0.0060 -2.0704  -0.02
C: 4.1156 0.5667 -2.4870  0.00
C: 4.1490 1.9545 -2.7412  0.00
C: 5.3428 2.6707 -2.5986  0.00
C: 6.4975 1.9607 -2.2334  0.00
C: 6.4976 0.5839 -2.2871  0.00
C: 5.3335 -0.1242 -2.4852  0.00
C: 2.7922 -0.7756 -0.8678  0.02
N: 1.6844 -0.8346 -0.0079  -0.02
C: 2.0429 -1.6422 1.0504  0.02
C: 1.2312 -1.7873 2.2707  -0.05
C: 1.3835 -2.9880 3.1055  0.00
C: 2.0980 -4.1511 2.6888  -0.01
C: 2.2206 -5.2745 3.5042  0.00
C: 1.6294 -5.3107 4.7845  -0.01
C: 0.8945 -4.1932 5.1910  0.00
C: 0.6490 -3.1498 4.3066  -0.01
C: 0.4283 -0.6974 2.7101  0.01
C: 0.2073 -0.3124 4.0791  -0.01
C: -0.6396 0.7769 4.1013  0.01
C: -0.9414 1.0735 2.7276  -0.01
N: -0.2517 0.1760 1.8977  -0.01
C: 3.3905 -2.1163 0.8944  0.01
C: 3.8627 -1.5546 -0.2821  0.01
N: 0.3635 0.5977 -1.9975  0.00
C: -2.8286 1.6901 -3.6750  0.00
C: -2.5640 1.2299 -4.9471  0.01
C: -3.4846 1.4416 -6.0047  0.00
C: -4.7815 1.8326 -5.7577  0.01
C: -5.0656 2.2435 -4.4752  0.00
C: -4.1335 2.1326 -3.4431  0.01
H: -4.1545 5.0863 6.1678  0.00
H: -1.6424 4.7575 6.1352  0.00
H: -0.5576 3.3752 4.4222  0.00
H: -4.3578 2.8938 2.5192  0.00
H: -5.4356 4.0934 4.3146  0.00
H: -3.2144 4.3087 0.9730  0.00
H: -3.2683 4.0266 -1.6887  0.00
H: -0.1176 2.0088 -5.0101  0.00
H: 2.3709 1.1052 -4.6421  0.00
H: 3.2231 2.5157 -2.9030  0.00
H: 5.3663 3.7653 -2.7047  0.00
H: 7.3851 2.4780 -1.8578  0.00
H: 7.4054 0.0118 -2.1627  0.00
H: 5.3631 -1.2072 -2.5822  0.00
H: 2.4738 -4.1683 1.6783  0.00
H: 2.7597 -6.1374 3.1546  0.00
H: 1.7467 -6.1914 5.4160  0.00
H: 0.4859 -4.1552 6.1948  0.00
H: -0.1206 -2.4162 4.5384  0.00
H: 0.7731 -0.7236 4.9355  0.00
H: -1.1104 1.1801 4.9703  0.00
H: 3.9285 -2.6072 1.6760  0.00
H: 4.8857 -1.6049 -0.6659  0.00
H: -1.6255 0.7945 -5.2553  0.00
H: -3.1832 1.3129 -7.0257  0.00
H: -5.5717 1.7189 -6.5029  0.00
H: -5.9635 2.7710 -4.2481  0.00
H: -4.4422 2.3833 -2.4398  0.00
Cl: -3.2850 -0.8272 -0.2449  0.00
C: -0.2052 -5.6682 -1.2984  -0.01
C: 0.5079 -4.7527 -2.0269  0.01
C: 0.2482 -3.3824 -1.8566  0.02
C: -0.6439 -2.9855 -0.9182  0.17
C: -1.5315 -3.9093 -0.2856  0.02
C: -1.2226 -5.2692 -0.4024  0.01
H: -0.0042 -6.7262 -1.3961  0.00
H: 1.3341 -5.0734 -2.6394  0.00
H: 0.8220 -2.6946 -2.5048  0.00
H: -2.3487 -3.6251 0.3383  0.00
H: -1.7927 -6.0393 0.0939  0.00

**Multiplicity**: 8
**Highest occupied orbital energy (alpha / beta)**: -4.0 / -3.9 eV
**DFT total energy**: -3370.05791 hartree
**Kohn-Sham gap (alpha / beta)**: 4.749 / 4.652 eV
**Total charge**: -1

=====

[5]
Density functional theory data (ωB97M-V/def2-TZVPD) for the molecule C4H6ClF at a distorted geometry.

Last column: Löwdin charge in e.
Element x y z (Å)
C: 0.7800 1.9738 -0.8491  -0.04
C: -0.2312 0.7824 -0.8168  -0.32
C: -1.2255 0.7507 0.2764  -0.07
C: -0.0171 -0.1429 0.2393  -0.90
F: 1.0609 0.2360 1.0063  -0.01
Cl: -0.2778 -1.8363 0.0521  0.73
H: 1.7761 1.6100 -1.2736  0.10
H: 0.5128 2.7404 -1.5193  0.04
H: 0.9943 2.3442 0.2486  0.12
H: -0.5706 0.3779 -1.7533  0.13
H: -1.1633 1.4797 1.1070  0.13
H: -2.2126 0.3574 0.1504  0.10

**Multiplicity**: 1
**Highest occupied orbital energy**: -10.0 eV
**SMILES**: C[C@@H]1C[C@@]1(F)Cl
**DFT total energy**: -716.01651 hartree
**Kohn-Sham gap**: 11.029 eV